1.
11 unconnected molecules or ions with the total composition C5H32NO11, computed with wB97M-V/def2-TZVPD.

The geometry in XYZ format:
```
49
Properties=species:S:1:pos:R:3:lowdin_charge:R:1
C -2.8285 1.2632 -1.1480 -0.196
O -3.5381 -0.0014 -1.0509 -0.091
C -1.6525 1.3303 -0.1915 -0.160
C -0.5542 0.2937 -0.5356 -0.126
C -0.3085 -0.7184 0.5453 -0.300
C -0.8964 -1.8909 0.6413 0.073
N 0.6521 -0.2760 1.5619 0.229
H -2.5170 1.4154 -2.1901 0.130
H -3.6203 1.9385 -0.8371 0.127
H -3.0197 -0.7031 -1.4606 0.089
H -1.9975 1.2566 0.8424 0.113
H -1.2079 2.3519 -0.2028 0.121
H -0.7741 -0.2697 -1.4680 0.127
H 0.3811 0.8063 -0.7876 0.107
H -1.6537 -2.2697 -0.0419 0.092
H -0.7092 -2.5859 1.4603 0.086
H 1.6434 -0.2098 1.1889 0.120
H 0.6731 -0.9408 2.3483 0.145
H 0.4293 0.6733 1.9335 0.122
H 2.3182 -2.0742 -1.6921 0.011
H 2.2394 -0.7599 -2.5856 0.022
O 2.8199 -1.2733 -1.9701 -0.073
H 2.4053 2.8964 -0.7681 0.064
H 2.9192 1.7245 0.1348 0.012
O 2.6104 2.6555 0.1474 -0.051
H 1.1264 -4.1445 -1.6596 0.084
H 0.7816 -3.2898 -0.3856 0.030
O 1.3417 -3.3422 -1.1649 -0.026
H 3.1402 2.8428 -4.0967 0.078
H 1.7196 3.3801 -4.2258 0.075
O 2.2319 2.6746 -3.8081 -0.036
H -2.8128 0.0135 4.1804 0.064
H -2.8054 -0.5868 2.7731 0.006
O -2.2135 -0.3722 3.5330 -0.076
H 0.7847 3.1239 2.5216 0.066
H 1.3368 2.6571 1.1551 0.013
O 0.5909 2.4960 1.8148 -0.087
H 3.9833 -0.2306 0.6563 0.089
H 3.0071 -0.4611 -0.6034 0.046
O 3.1289 0.0266 0.2971 -0.092
H 1.5958 1.0336 -3.7354 0.003
H 1.3249 -0.2060 -4.6106 0.071
O 1.1995 0.1389 -3.7172 -0.064
H -1.2563 -1.7877 4.0262 -0.006
H -0.2576 -2.4651 5.0263 0.042
O -0.4241 -2.3022 4.0932 -0.088
H -3.7012 -0.5751 0.5198 0.020
H -4.7925 -1.0972 1.5206 0.068
O -3.8412 -0.9805 1.4241 -0.073
```

Calculated values
total charge = +1
ΔE to the lowest compared entry with this formula, charge and spin = 7.7 kcal/mol
total energy = -1091.93321 hartree

2.
12 unconnected molecules or ions with the total composition C5H32NO12, computed with wB97M-V/def2-TZVPD.

The geometry in XYZ format:
```
50
Properties=species:S:1:pos:R:3:lowdin_charge:R:1
O -0.6190 -0.0922 -3.3216 0.081
C -0.5801 -1.2138 -2.8833 -0.162
C -0.5678 -1.4894 -1.4226 -0.204
N -1.3405 -0.5109 -0.5933 0.066
C -2.2261 -1.2139 0.3615 -0.113
C -1.8254 -2.6809 0.3516 -0.125
C -1.1901 -2.8736 -1.0470 -0.094
H -0.4246 -2.0995 -3.5210 0.147
H 0.4104 -1.4645 -0.9471 0.135
H -0.6584 0.1412 -0.1762 0.126
H -1.9553 0.1751 -1.0651 0.107
H -2.2707 -0.5428 1.2154 0.116
H -3.2380 -1.1686 -0.0502 0.128
H -2.7177 -3.3002 0.4526 0.114
H -1.2998 -3.0049 1.2523 0.117
H -1.9779 -3.1588 -1.7386 0.122
H -0.3365 -3.5392 -1.1015 0.105
H 2.1331 0.5917 4.1399 0.049
H 3.4072 0.0412 3.5765 0.044
O 2.7813 0.7717 3.4562 -0.046
H -3.4834 1.3357 -2.5576 0.050
H -4.0393 1.4424 -1.0937 0.051
O -3.6823 0.8461 -1.7585 -0.036
H 2.4138 -3.1896 -1.2990 0.060
H 2.5419 -2.1414 -0.3009 0.014
O 1.9727 -2.9060 -0.4867 -0.063
H -2.0906 2.7020 -0.2658 0.048
H -1.9130 2.3130 1.1218 0.027
O -2.3645 1.9859 0.3263 -0.059
H 0.0236 1.9775 -1.4942 0.005
H 1.3781 1.6756 -0.8881 0.037
O 0.4415 1.6160 -0.6836 -0.070
H -0.7856 4.6394 1.8643 0.058
H 0.3697 3.6806 1.4643 0.043
O -0.5069 3.7192 1.8566 -0.038
H 3.4297 0.1999 -0.3698 0.003
H 4.1278 -0.1271 -1.6932 0.041
O 3.4240 -0.4163 -1.1276 -0.055
H -1.2712 2.2188 -3.3988 0.040
H -0.2389 3.3362 -3.3009 0.078
O -0.8648 2.8252 -2.7746 -0.035
H 2.7890 1.9071 1.4959 0.059
H 2.7378 0.4282 1.5576 0.033
O 2.6461 1.1481 0.9227 -0.065
H 3.1106 -3.1342 2.9093 0.049
H 2.5516 -2.2763 3.9760 0.044
O 3.2421 -2.2630 3.3037 -0.052
H -0.4456 1.1785 3.6606 0.035
H -1.5807 0.2470 3.7237 0.043
O -0.6591 0.2623 3.4344 -0.059
```

Calculated values
total charge = +1
ΔE to the lowest compared entry with this formula, charge and spin = 0.0 kcal/mol
total energy = -1167.13666 hartree

no.,F_max (eV/Å)
1,1.15
2,2.44